This record from the Open Molecules 2025 dataset describes a molecular structure, C26H22BF3O3S at a distorted geometry. The level of theory is ωB97M-V/def2-TZVPD.

Positions of all 56 atoms, in Å:
C -1.519 3.641 0.276
C -1.312 1.297 -2.303
C 0.113 -0.282 -1.128
H 0.242 -1.378 -1.528
H 2.155 -0.741 -2.847
C -0.280 -1.187 2.613
H -4.151 0.744 0.319
C -1.159 2.357 0.631
C 1.199 -2.287 0.447
H -4.832 3.057 -0.392
H -4.019 -1.455 -2.978
H 0.780 0.198 -3.577
H -0.483 1.982 -2.119
C 0.624 0.207 4.234
C -3.344 -0.623 -2.683
C -2.376 1.629 -3.140
C -2.842 3.873 -0.112
C -3.372 0.650 -3.328
H 3.002 0.628 0.415
H 1.957 -4.200 -0.262
C 2.727 -0.434 0.349
F 4.073 -3.871 -2.266
H -0.870 -1.996 2.238
C 3.450 -2.661 -0.326
C -0.097 -0.955 3.959
H 0.598 0.128 6.276
C 1.423 -0.913 0.802
F 5.709 -3.119 -1.014
C 0.539 -0.385 1.703
C -3.808 2.875 -0.057
H 0.603 1.824 5.666
C 3.736 -1.315 -0.038
C 1.620 0.221 -2.855
H -0.745 4.393 0.178
H 4.795 -1.031 -0.014
O 1.088 0.671 -1.605
B -0.262 0.317 0.342
O -1.667 0.117 0.882
H -4.147 0.832 -4.096
H 0.224 -2.707 0.672
H -0.432 -1.559 4.788
C -1.212 0.027 -1.767
C 2.161 -3.135 -0.094
C -2.171 1.350 0.738
H 2.339 1.006 -3.035
H -2.307 2.559 -3.760
C 4.438 -3.606 -0.966
F 4.518 -4.830 -0.348
C 1.015 0.803 5.520
H -2.134 -1.846 -1.268
H 2.121 0.836 5.619
O 0.072 1.810 0.458
C -3.475 1.592 0.373
C -2.258 -0.898 -1.832
S 1.072 0.949 2.770
H -3.120 4.842 -0.530

The spin multiplicity is 1. Its largest force on an atom is 0.163 Eh/bohr. For the LUMO energy, the calculation gives -1.759 eV. The HOMO energy comes out at -7.32 eV.